Record 1
{"formula": "C2H3N3OS", "method": "ωB97M-V with the def2-TZVPD basis set", "species": ["C", "C", "N", "N", "N", "O", "S", "H", "H", "H"], "coordinates": [[4.474113, -0.584929, -0.078341], [-0.103320, 0.034945, 0.493673], [5.463333, -0.186127, 0.367770], [3.179551, -0.973523, -0.149163], [2.262273, -0.098426, -0.040631], [1.119521, -0.763596, 0.234579], [2.143315, 1.480370, -0.284108], [-0.866381, -0.720637, 0.439860], [0.058486, 0.652285, 1.488973], [-0.151591, 0.725215, -0.377434]], "forces_ev_per_a": [[-1.231, 1.128, 0.991], [2.256, 1.524, 0.153], [0.334, -0.350, -0.735], [0.603, -0.369, 0.006], [-0.197, -0.556, -0.374], [-1.514, -0.760, 0.703], [1.282, 1.297, -0.059], [-0.268, -0.135, 0.483], [-0.708, -1.477, -2.020], [-0.556, -0.301, 0.852]], "orbital_gap_ev": 8.442, "smiles": "CO/[N+]([S-])=N/C#N"}

Record 2
{"formula": "C32H44BrN7O2PS2V", "method": "ωB97M-V with the def2-TZVPD basis set", "species": ["V", "O", "C", "C", "C", "N", "C", "Br", "C", "H", "H", "H", "H", "N", "N", "C", "N", "S", "H", "H", "H", "H", "H", "C", "C", "C", "P", "C", "C", "C", "C", "C", "C", "C", "C", "C", "C", "N", "C", "C", "C", "C", "C", "C", "C", "C", "C", "H", "H", "H", "H", "H", "H", "H", "H", "H", "H", "H", "H", "H", "H", "H", "H", "H", "H", "H", "H", "H", "H", "H", "H", "H", "H", "H", "H", "H", "H", "H", "O", "S", "C", "N", "C", "C", "C", "N", "H", "H", "H", "H"], "coordinates": [[0.019256, -0.206516, -0.286646], [-0.356402, -0.626891, -6.593146], [-0.279392, -0.646973, -5.235423], [-0.354418, -1.820834, -4.493515], [-0.269161, -1.752695, -3.117999], [-0.118416, -0.593152, -2.473482], [-0.042120, 0.505427, -3.204601], [0.200748, 2.035002, -2.130582], [-0.116337, 0.566556, -4.581632], [-0.466424, -1.527303, -6.916376], [-0.478540, -2.780258, -4.980751], [-0.319554, -2.624659, -2.477989], [-0.051108, 1.496345, -5.125309], [2.251520, 0.245828, -0.517099], [2.821824, 1.385412, 0.074920], [2.044578, 2.216544, 0.826184], [2.756152, 3.222536, 1.414642], [0.407325, 2.052463, 1.016019], [2.661913, -0.654235, -0.215017], [2.477541, 0.234860, -1.508354], [3.799070, 1.317920, 0.323216], [3.621770, 3.518425, 0.994760], [2.203746, 3.937907, 1.853445], [-4.452679, 2.650658, 0.998316], [-3.219882, 2.388054, 0.112669], [-2.268437, 3.533991, 0.462776], [-2.416152, 0.660756, 0.076467], [-3.678441, -0.194953, -1.047411], [-3.490590, -1.698550, -1.256378], [-5.170421, -0.002298, -0.743349], [-2.463911, -0.015753, 1.785128], [-3.713950, 0.011425, 2.427710], [-3.971510, -0.398524, 3.719204], [-5.343741, -0.300342, 4.330504], [-2.863450, -0.856262, 4.440737], [-1.623324, -0.933187, 3.870184], [-1.325696, -0.564778, 2.509799], [-0.088395, -0.746214, 2.020893], [0.825051, -1.497743, 2.801823], [1.966418, -0.979923, 3.424756], [2.238495, 0.489711, 3.393560], [2.867133, -1.821001, 4.075298], [2.680137, -3.188776, 4.141285], [3.654688, -4.085122, 4.858944], [1.532989, -3.701580, 3.548108], [0.621704, -2.898846, 2.879118], [-0.598536, -3.530549, 2.269328], [-4.852193, 3.641214, 0.755108], [-4.156940, 2.660608, 2.048310], [-5.268137, 1.945454, 0.893835], [-3.507254, 2.531887, -0.937686], [-1.929272, 3.463585, 1.496627], [-2.803825, 4.481747, 0.347330], [-1.390157, 3.573218, -0.177171], [-3.495594, 0.300855, -2.011425], [-3.695860, -2.244111, -0.333381], [-2.490006, -1.963501, -1.570113], [-4.205208, -2.025441, -2.020765], [-5.446339, -0.463060, 0.205603], [-5.751582, -0.494992, -1.528430], [-5.479137, 1.039966, -0.736459], [-4.558751, 0.378957, 1.865964], [-6.115208, -0.275997, 3.557356], [-5.463741, 0.601672, 4.940811], [-5.555435, -1.157609, 4.974851], [-2.983303, -1.169035, 5.475466], [-0.803880, -1.306135, 4.471035], [1.428248, 1.056253, 3.861370], [2.265054, 0.798036, 2.358277], [3.175039, 0.746373, 3.890971], [3.746507, -1.379331, 4.537063], [4.647104, -3.632922, 4.897194], [3.748909, -5.045465, 4.348824], [3.336795, -4.281914, 5.887080], [1.347270, -4.771909, 3.590388], [-0.433280, -4.601032, 2.128951], [-0.825777, -3.078555, 1.304748], [-1.468512, -3.401579, 2.920218], [-0.962523, -1.500278, -0.221977], [1.606526, -2.761481, -0.473147], [3.219401, -3.218668, -0.087814], [3.518537, -4.562320, -0.219139], [4.782948, -5.075399, 0.082693], [5.726233, -4.177022, 0.518874], [5.383575, -2.838261, 0.634549], [4.119864, -2.358365, 0.327324], [2.768672, -5.150917, -0.533106], [4.933958, -6.135574, -0.040820], [6.723979, -4.511447, 0.771380], [6.103419, -2.107483, 0.979295]], "forces_ev_per_a": [[-2.047, -2.420, 1.458], [-0.006, -0.020, 0.004], [0.003, 0.012, -0.009], [-0.035, -0.014, -0.070], [-0.041, -0.050, 0.212], [0.200, 0.916, -0.127], [0.031, -0.068, -0.320], [0.047, 0.689, -1.099], [0.009, -0.035, 0.028], [0.001, 0.001, 0.006], [0.006, -0.003, 0.004], [0.026, -0.003, -0.008], [-0.008, 0.004, 0.003], [0.114, -0.442, -0.332], [0.019, 0.001, 0.047], [0.069, 0.186, -0.453], [-0.023, -0.027, 0.053], [0.790, 0.375, 0.258], [0.039, 0.224, 0.748], [-0.082, 0.355, -0.120], [0.007, -0.055, -0.013], [0.013, -0.025, 0.007], [-0.006, -0.015, 0.019], [-0.010, 0.042, -0.038], [-0.218, 0.020, 0.221], [0.104, -0.020, -0.242], [0.628, -0.376, 0.416], [-0.236, -0.103, 0.095], [0.063, 0.016, -0.122], [-0.003, 0.199, -0.117], [-0.272, 0.137, 0.046], [-0.024, -0.100, -0.022], [0.038, 0.034, 0.004], [0.011, -0.024, -0.017], [-0.018, -0.027, -0.010], [0.029, 0.065, 0.036], [0.029, -0.018, 0.061], [-0.079, 1.299, 0.236], [-0.227, -0.822, -0.469], [-0.088, 0.053, 0.058], [-0.188, -0.018, 0.070], [0.013, 0.003, -0.021], [-0.047, -0.002, 0.098], [0.025, 0.014, -0.054], [0.015, -0.017, -0.049], [-0.055, 0.068, 0.155], [0.078, -0.075, -0.083], [0.032, 0.019, 0.017], [-0.002, -0.005, 0.003], [0.012, -0.005, 0.022], [-0.050, -0.113, -0.004], [-0.001, -0.005, 0.001], [0.002, 0.009, 0.041], [-0.006, -0.024, -0.006], [0.138, 0.044, 0.049], [0.040, 0.010, 0.020], [0.033, 0.011, 0.032], [-0.049, -0.028, 0.063], [-0.010, -0.006, -0.008], [0.008, -0.051, 0.021], [0.003, -0.011, -0.031], [-0.004, -0.034, -0.018], [-0.001, 0.021, 0.001], [-0.010, -0.008, 0.011], [-0.005, 0.007, 0.008], [-0.002, 0.003, 0.000], [0.010, 0.011, -0.003], [-0.018, 0.011, -0.046], [0.190, 0.001, 0.217], [0.039, -0.061, -0.042], [0.012, 0.001, -0.027], [-0.002, 0.008, 0.012], [-0.006, -0.009, 0.014], [0.003, -0.015, -0.002], [0.023, -0.006, -0.041], [0.002, -0.003, 0.010], [-0.016, 0.034, 0.022], [-0.013, 0.022, -0.018], [0.822, 0.198, -0.633], [0.122, -0.334, -0.217], [-0.110, 0.196, -0.008], [0.109, 0.025, 0.034], [-0.022, 0.000, 0.007], [0.016, 0.059, 0.025], [0.067, -0.031, 0.004], [0.007, 0.126, -0.133], [-0.025, 0.009, 0.032], [-0.005, -0.001, 0.007], [-0.010, -0.023, -0.003], [-0.019, 0.015, 0.018]], "orbital_gap_ev": [4.307, 5.064], "charge": -1, "multiplicity": 2}

Record 3
{"formula": "C6H5O6Pb", "method": "ωB97M-V with the def2-TZVPD basis set", "species": ["O", "C", "Pb", "C", "O", "C", "O", "C", "O", "C", "O", "H", "C", "O", "H", "H", "H", "H"], "coordinates": [[0.160987, 4.928934, -0.141245], [0.094446, 3.880105, -0.558267], [0.243268, -1.120843, -0.534371], [0.223898, -3.457212, -0.716254], [0.164492, -4.598837, -0.674801], [0.134536, -0.797621, -3.203897], [-0.009037, -1.334927, -4.233368], [2.667875, -0.361357, -0.833492], [3.801219, -0.147168, -0.705951], [-2.171558, -0.377516, -0.811349], [-3.302973, -0.235125, -0.781746], [0.280786, 0.245516, -2.547628], [-0.671968, 0.769228, 2.700068], [0.267749, -0.026540, 1.947926], [-1.651110, 0.658879, 2.206388], [-0.464856, 1.837436, 2.554720], [-0.692056, 0.484243, 3.762810], [0.924307, -0.347200, 2.570457]], "forces_ev_per_a": [[-0.112, -1.524, -0.646], [0.118, 1.362, 0.609], [0.077, 1.450, 3.887], [-0.275, -7.123, 0.336], [0.242, 4.309, -0.223], [-0.524, 1.069, -7.027], [0.839, 2.394, 6.638], [7.183, 1.434, 0.528], [-5.665, -1.022, -0.628], [-5.321, 0.792, -0.014], [3.688, -0.390, -0.064], [-0.299, -2.155, -2.316], [-1.517, 1.123, -0.342], [0.514, -0.812, -1.264], [0.171, -0.362, 0.610], [0.493, -0.315, 0.329], [-0.034, -0.002, -0.548], [0.422, -0.227, 0.133]], "orbital_gap_ev": [4.610, 4.609], "charge": 3}

Number 1: M 117.1 g/mol. Number 2: M 784.7 g/mol. Number 3: M 380.3 g/mol.